Record 1
Entry from the Open Molecules 2025 dataset: C26H28N7PtSSb as an isolated structure (ωB97M-V with the def2-TZVPD basis set).

Geometry as XYZ:
```
64
Properties=species:S:1:pos:R:3
Pt 0.220 0.038 0.458
C -0.440 -2.016 -2.151
C -1.406 -2.335 -1.061
C -2.205 -3.481 -1.119
C -3.060 -3.791 -0.083
C -3.182 -2.914 1.000
C -2.404 -1.779 0.951
N -1.525 -1.511 -0.002
Sb -2.870 -0.094 2.301
C -1.011 0.054 3.470
C -1.182 0.013 4.837
C -0.028 0.079 5.616
C 1.193 0.197 4.994
C 1.281 0.236 3.595
C 2.622 0.376 2.958
N 0.154 0.154 2.861
C -2.576 1.518 0.821
C -3.508 2.530 0.752
C -3.456 3.365 -0.367
C -2.513 3.127 -1.345
C -1.575 2.102 -1.190
C -0.555 1.839 -2.248
N -1.622 1.330 -0.085
H 0.166 -2.889 -2.397
H 0.207 -1.184 -1.872
H -0.981 -1.750 -3.062
H -2.129 -4.128 -1.983
H -3.658 -4.694 -0.108
H -3.851 -3.125 1.822
H -2.161 -0.077 5.290
H -0.100 0.034 6.697
H 2.108 0.265 5.569
H 3.328 -0.309 3.427
H 3.009 1.385 3.121
H 2.573 0.179 1.895
H -4.255 2.676 1.521
H -4.173 4.170 -0.474
H -2.484 3.737 -2.239
H -0.100 2.767 -2.593
H -1.040 1.385 -3.116
H 0.223 1.165 -1.891
C 4.358 1.377 -1.304
C 3.001 1.216 -0.710
N 2.446 0.086 -0.467
N 3.088 -1.081 -0.729
C 2.617 -2.231 -0.235
N 3.219 -3.361 -0.527
S 1.238 -2.247 0.797
C 2.232 2.386 -0.241
C 2.636 3.689 -0.495
C 1.933 4.754 0.057
C 0.849 4.489 0.874
C 0.487 3.163 1.072
N 1.137 2.147 0.518
H 4.644 0.564 -1.970
H 5.101 1.437 -0.501
H 4.444 2.295 -1.878
H 3.947 -1.072 -1.268
H 4.060 -3.425 -1.089
H 2.895 -4.232 -0.126
H 3.493 3.893 -1.118
H 2.243 5.773 -0.141
H 0.295 5.284 1.353
H -0.351 2.921 1.716
```

Highest occupied orbital energy (alpha / beta): -20.125 / -20.065 eV
Net charge: +4
HOMO-LUMO gap (alpha / beta): 4.96 / 4.66 eV
Strongest force on any atom: 2.45 eV Å⁻¹

---

Record 2
Entry from the Open Molecules 2025 dataset: C26H28NO2 as an isolated structure (ωB97M-V with the def2-TZVPD basis set).

Geometry as XYZ:
```
57
Properties=species:S:1:pos:R:3
C 5.597 -3.497 0.385
C 4.328 -2.707 0.371
C 4.388 -1.312 0.415
C 3.227 -0.559 0.474
C 1.940 -1.144 0.345
C 0.748 -0.349 0.248
C -0.499 -0.950 0.035
C -1.753 -0.393 0.252
C -2.968 -1.155 0.283
C -4.245 -0.523 0.294
C -5.416 -1.269 0.322
C -5.375 -2.670 0.365
C -6.650 -3.452 0.420
C -4.130 -3.313 0.364
C -2.953 -2.581 0.328
C 1.906 -2.574 0.338
C 3.073 -3.326 0.330
H 5.387 -4.569 0.379
H 6.223 -3.260 -0.484
H 6.192 -3.267 1.278
H 5.361 -0.817 0.426
H 3.315 0.511 0.625
H 0.824 0.786 0.618
H -0.504 -1.967 -0.371
H -1.843 0.684 0.396
H -4.287 0.568 0.277
H -6.389 -0.774 0.315
H -6.447 -4.526 0.426
H -7.229 -3.208 1.319
H -7.290 -3.227 -0.442
H -4.097 -4.404 0.396
H -1.996 -3.103 0.353
H 0.948 -3.093 0.352
H 3.024 -4.416 0.305
C -3.405 3.333 -1.594
C -2.257 3.622 -0.671
O -1.271 2.573 -0.980
C -0.221 2.613 -0.144
C 0.859 1.614 -0.422
N 2.139 2.317 -0.304
C 2.465 2.869 0.906
C 3.627 3.601 1.045
C 4.534 3.678 -0.010
C 4.258 2.963 -1.178
C 3.057 2.291 -1.317
O -0.169 3.427 0.774
H -4.191 4.080 -1.460
H -3.075 3.364 -2.638
H -3.830 2.343 -1.392
H -1.796 4.597 -0.875
H -2.548 3.559 0.385
H 0.746 1.191 -1.420
H 1.725 2.778 1.695
H 3.778 4.112 1.994
H 5.439 4.275 0.080
H 4.963 2.924 -2.005
H 2.763 1.731 -2.203
```

Highest occupied orbital energy: -9.681 eV
Net charge: +1
HOMO-LUMO gap: 5.28 eV
Strongest force on any atom: 5.54 eV Å⁻¹

---

Record 3
Entry from the Open Molecules 2025 dataset: a 2-piece molecular cluster, C26H28O2PS2 overall (ωB97M-V with the def2-TZVPD basis set).

Geometry as XYZ:
```
59
Properties=species:S:1:pos:R:3
C -4.475 1.410 3.242
C -3.520 1.907 2.198
O -2.863 0.700 1.685
C -1.975 0.897 0.680
C -1.279 -0.305 0.254
P -0.745 -0.252 -1.413
C -1.651 0.634 -2.731
C -1.058 1.768 -3.307
C -1.648 2.375 -4.416
C -2.858 1.908 -4.948
C -3.459 0.799 -4.340
C -2.865 0.141 -3.260
C 0.926 0.481 -1.305
C 1.882 0.446 -2.338
C 3.153 0.996 -2.098
C 3.488 1.550 -0.850
C 2.533 1.544 0.171
C 1.254 1.046 -0.061
C -0.557 -1.943 -2.079
C -0.859 -2.293 -3.415
C -0.619 -3.591 -3.872
C -0.057 -4.557 -3.021
C 0.251 -4.203 -1.697
C -0.015 -2.915 -1.217
O -1.807 1.997 0.127
H -4.728 2.243 3.896
H -5.380 1.031 2.755
H -4.010 0.597 3.804
H -4.073 2.444 1.411
H -2.773 2.598 2.632
H -1.420 -1.247 0.803
H -0.125 2.166 -2.909
H -1.140 3.212 -4.885
H -3.310 2.392 -5.825
H -4.399 0.418 -4.741
H -3.326 -0.762 -2.857
H 1.660 -0.010 -3.303
H 3.896 0.984 -2.893
H 4.478 1.986 -0.660
H 2.755 1.908 1.174
H 0.510 1.059 0.726
H -1.280 -1.564 -4.109
H -0.860 -3.849 -4.908
H 0.143 -5.571 -3.388
H 0.714 -4.936 -1.029
H 0.201 -2.663 -0.177
C 3.807 -0.614 5.730
C 2.712 0.442 5.839
S 1.222 0.276 4.826
C 1.705 -0.126 3.255
S 3.145 -0.941 2.917
C 4.304 -0.703 4.290
H 4.657 -0.276 6.352
H 3.494 -1.586 6.135
H 2.301 0.432 6.853
H 3.144 1.420 5.595
H 0.996 0.037 2.450
H 4.837 0.229 4.059
H 4.966 -1.569 4.192
```

Highest occupied orbital energy: -9.726 eV
Net charge: +1
HOMO-LUMO gap: 4.31 eV
Strongest force on any atom: 2.41 eV Å⁻¹

---

Record 4
Entry from the Open Molecules 2025 dataset: C26H29BClF2N5NiO3Sb as an isolated structure (ωB97M-V with the def2-TZVPD basis set).

Geometry as XYZ:
```
69
Properties=species:S:1:pos:R:3
Ni 0.318 0.290 0.132
N 2.340 0.825 3.778
C 3.458 0.261 3.191
C 3.152 0.082 1.876
N 1.890 0.496 1.613
C 1.392 0.935 2.784
C 0.072 1.401 2.855
N -0.716 1.328 1.772
C -1.892 1.896 2.117
C -1.860 2.324 3.408
N -0.602 2.017 3.886
H 2.204 0.999 4.757
H 4.348 0.056 3.751
H 3.786 -0.325 1.112
H -2.711 1.968 1.430
H -2.596 2.804 4.019
H -0.275 2.172 4.821
C -1.536 2.204 -3.472
Sb -1.433 1.504 -1.402
C -3.598 1.652 -1.170
C -1.025 3.524 -0.699
H -2.204 3.057 -3.535
H -1.914 1.406 -4.101
H -0.549 2.499 -3.814
H -3.881 2.624 -0.781
H -3.954 0.878 -0.500
H -4.052 1.506 -2.143
H -1.945 4.063 -0.493
H -0.463 4.068 -1.451
H -0.436 3.462 0.209
C 1.721 -0.136 -1.411
C 1.439 -1.330 -2.138
C 0.690 -1.317 -3.342
C 0.508 -2.451 -4.085
C 1.054 -3.678 -3.668
C 1.754 -3.722 -2.447
C 1.939 -2.586 -1.711
C 0.910 -4.829 -4.445
N 0.809 -5.781 -5.092
H 1.639 0.778 -2.014
H 2.656 -0.182 -0.851
H 0.268 -0.376 -3.682
H -0.050 -2.417 -5.012
H 2.150 -4.671 -2.108
H 2.469 -2.628 -0.768
C -2.244 -0.917 5.741
C -3.212 -0.332 4.762
C -4.118 0.652 5.135
C -5.008 1.156 4.202
Cl -6.117 2.402 4.686
C -5.016 0.699 2.901
C -4.110 -0.287 2.518
C -3.212 -0.809 3.438
O -2.320 -1.804 3.188
C -2.317 -2.474 1.932
C -1.628 -1.763 0.796
O -2.541 -1.379 -0.229
O -0.418 -1.596 0.649
H -2.240 -0.354 6.671
H -1.245 -0.930 5.307
H -2.518 -1.950 5.960
H -4.134 1.012 6.154
H -5.715 1.105 2.187
H -4.100 -0.611 1.490
H -3.339 -2.727 1.629
H -1.762 -3.396 2.145
F -3.024 -1.019 -2.447
B -2.360 -1.690 -1.502
F -1.674 -2.729 -1.936
```

Highest occupied orbital energy (alpha / beta): -1.392 / -3.405 eV
Net charge: -1
Spin multiplicity: 3
HOMO-LUMO gap (alpha / beta): 3.70 / 5.68 eV
Strongest force on any atom: 2.93 eV Å⁻¹
⟨S²⟩: 2.10